[1]
Formula: C35H53Cl2N2OPTc
Source: the OMol25 dataset
Level of theory: ωB97M-V with the def2-TZVPD basis set

The geometry in XYZ format:
```
95
Properties=species:S:1:pos:R:3:forces:R:3
P -0.073 -0.563 -2.067 0.124 0.629 -5.171
C 1.457 -0.003 -3.134 0.104 -0.323 0.912
C 1.647 -0.501 -4.584 -0.720 -0.050 -0.433
C 2.983 -0.088 -5.203 0.113 0.120 0.136
C 3.307 1.399 -5.020 0.147 0.300 0.084
C 2.982 1.951 -3.625 -0.228 -0.039 -0.072
C 1.589 1.519 -3.149 0.027 0.240 0.149
C -1.420 0.326 -3.057 -0.213 -0.312 0.512
C -1.239 0.328 -4.578 0.001 -0.087 -0.132
C -2.495 0.776 -5.325 0.040 0.058 0.145
C -3.012 2.113 -4.800 -0.142 0.304 0.161
C -3.017 2.232 -3.266 0.137 -0.116 0.159
C -1.706 1.761 -2.611 -0.065 0.036 0.082
C -0.244 -2.227 -2.944 -0.192 -0.305 0.158
C 0.973 -3.130 -2.713 0.077 0.050 -0.051
C 0.879 -4.419 -3.560 -0.048 0.242 0.314
C -0.461 -5.132 -3.388 -0.024 -0.163 -0.013
C -1.676 -4.220 -3.565 0.060 0.277 0.228
C -1.596 -2.915 -2.735 -0.080 -0.047 -0.006
H 2.262 -0.429 -2.523 0.195 0.255 -0.164
H 0.870 -0.056 -5.218 0.588 -0.220 0.216
H 1.501 -1.585 -4.698 0.310 0.331 0.062
H 2.905 -0.266 -6.284 0.218 -0.255 0.200
H 3.802 -0.704 -4.805 -0.134 0.109 -0.051
H 4.368 1.561 -5.229 -0.001 -0.028 0.002
H 2.789 2.007 -5.776 -0.184 -0.219 0.141
H 3.730 1.610 -2.895 -0.159 0.119 -0.103
H 3.000 3.050 -3.665 0.213 -0.239 0.119
H 1.382 1.951 -2.160 0.202 -0.221 -0.357
H 0.823 1.926 -3.825 0.400 0.016 0.098
H -2.291 -0.299 -2.815 -0.081 0.345 0.034
H -3.280 0.003 -5.264 0.218 0.189 0.050
H -0.927 -0.655 -4.958 -0.259 0.440 0.048
H -0.438 1.045 -4.810 -0.470 -0.242 -0.066
H -2.226 0.902 -6.382 -0.200 -0.198 0.102
H -4.024 2.273 -5.176 -0.077 0.048 0.021
H -2.426 2.940 -5.221 0.167 -0.169 0.070
H -3.195 3.277 -2.981 -0.153 -0.218 -0.027
H -3.828 1.612 -2.854 0.088 0.220 -0.042
H -1.762 1.832 -1.516 -0.188 -0.027 -0.273
H -0.872 2.410 -2.909 -0.272 -0.061 -0.003
H -0.229 -2.008 -4.025 0.060 0.228 0.556
H 1.869 -2.597 -3.046 -0.050 -0.054 0.252
H 1.118 -3.303 -1.635 -0.132 -0.344 -0.248
H 1.007 -4.167 -4.629 0.038 0.055 0.370
H 1.708 -5.086 -3.277 -0.238 0.129 -0.202
H -0.496 -5.603 -2.407 -0.011 -0.014 0.223
H -0.519 -5.942 -4.119 -0.041 -0.080 0.048
H -2.598 -4.759 -3.297 0.258 0.123 -0.194
H -1.745 -3.950 -4.634 -0.076 0.009 0.303
H -2.381 -2.245 -3.107 0.071 -0.147 0.137
H -1.816 -3.037 -1.662 0.127 -0.332 -0.270
Tc -0.161 -0.268 0.275 0.703 0.276 2.396
Cl -2.482 -0.432 0.044 -0.560 -0.574 0.323
Cl 2.056 0.393 -0.114 0.669 -0.361 0.879
C -0.537 1.342 1.511 -0.277 2.709 0.614
H -0.939 1.283 2.553 -0.012 -0.893 -1.204
C -0.513 2.755 1.243 -0.399 -1.192 0.150
C -1.143 3.577 2.245 0.204 0.418 -0.679
C -1.349 4.927 1.993 0.207 -0.382 -0.006
C -0.910 5.474 0.774 0.147 -0.078 -0.244
C -0.228 4.680 -0.176 -0.015 0.018 0.059
C -0.009 3.321 0.041 -0.196 0.388 0.277
H -1.494 3.114 3.181 0.200 0.257 -0.575
H -1.854 5.543 2.744 0.205 -0.144 -0.374
H 0.136 5.132 -1.106 -0.190 -0.072 0.394
H 0.536 2.670 -0.673 -0.540 0.686 0.666
H -1.101 6.532 0.567 0.155 -0.415 0.030
C 2.905 0.924 8.569 -0.176 0.108 0.027
C 1.407 0.598 8.626 -0.190 0.095 -0.187
N 0.906 -0.345 7.584 -0.088 -0.346 -0.249
C 0.595 -1.644 8.191 0.392 -0.186 0.164
C -0.742 -1.710 8.944 0.083 -0.260 -0.282
C 0.860 0.055 6.241 0.936 1.373 1.107
O 1.262 1.192 5.994 -0.286 -0.529 -0.148
C 0.328 -0.764 5.087 -0.686 -0.437 0.112
C -0.521 -1.860 5.305 0.150 0.359 -0.545
C -1.128 -2.392 4.189 -0.468 -0.524 -0.579
C -0.890 -1.903 2.896 0.106 0.063 0.569
N -0.063 -0.874 2.649 0.018 -0.772 1.244
C 0.488 -0.295 3.761 -0.092 -0.449 -0.012
H 3.514 0.011 8.649 -0.134 0.256 -0.128
H 3.140 1.567 9.436 -0.024 -0.252 -0.392
H 3.138 1.471 7.645 0.027 -0.276 0.321
H 1.198 0.095 9.597 -0.019 0.521 -0.662
H 0.830 1.534 8.582 0.139 -0.318 -0.019
H 0.671 -2.433 7.444 0.099 0.031 0.172
H 1.388 -1.836 8.945 -0.278 -0.081 -0.612
H -1.577 -1.372 8.327 0.029 -0.020 -0.015
H -0.929 -2.752 9.247 0.023 0.327 -0.033
H -0.719 -1.095 9.844 -0.013 0.017 -0.046
H -0.756 -2.248 6.299 0.019 0.257 -0.609
H -1.844 -3.200 4.291 0.080 0.049 -0.014
H -1.451 -2.316 2.057 0.296 0.096 0.089
H 1.025 0.634 3.625 0.211 -0.102 -0.197
```
Forces are in eV/Å.

Calculated values
Spin multiplicity: 4
E, hartree: -2892.67977
Gap between HOMO and LUMO (spin up / spin down), eV: 5.49 / 6.25
Net charge: 0
LUMO energy (spin up / spin down), eV: -0.69 / -0.74

Atom charges from the Mulliken analysis, given in e for atoms 1 to 8: atom 1 (P): 2.03, atom 2 (C): -0.04, atom 3 (C): 0.00, atom 4 (C): -1.03, atom 5 (C): -0.71, atom 6 (C): -0.91, atom 7 (C): -0.09, atom 8 (C): 0.38

=====

[2]
Formula: C35H53F2IN3O2S2
Source: the OMol25 dataset
Level of theory: ωB97M-V with the def2-TZVPD basis set

The geometry in XYZ format:
```
98
Properties=species:S:1:pos:R:3:forces:R:3
C -0.607 4.873 -2.465 -0.393 -0.308 0.730
C -0.731 3.564 -1.649 -0.060 -0.377 -0.786
C 0.000 2.374 -2.330 -0.648 0.686 1.049
C -0.561 1.046 -1.756 0.273 0.114 -0.247
C 0.460 -0.090 -1.478 -0.615 -0.258 -1.044
C 1.498 -0.110 -2.624 -1.005 -1.006 0.359
C 0.842 -0.293 -4.014 1.548 0.750 -0.134
C 1.972 -0.162 -5.057 -0.451 0.168 -0.050
I 2.581 1.906 -5.297 0.027 -0.379 0.054
O -0.203 -1.370 -1.638 -0.009 0.468 0.739
C -1.353 -1.509 -0.824 0.802 -1.479 -0.161
C -1.755 -2.998 -0.922 0.457 0.478 -0.202
C -0.631 -3.949 -0.522 0.034 0.409 0.649
F -0.822 -5.187 -1.089 -0.096 -0.027 0.125
C -1.069 -1.164 0.678 -2.024 0.159 0.306
C -2.087 -0.152 1.235 0.050 -0.294 0.388
C -2.455 -0.402 2.723 -0.728 0.226 -0.627
C -2.987 0.892 3.383 0.197 -0.561 0.261
S -1.923 1.400 4.758 0.405 0.243 0.116
C -0.723 2.497 4.032 -0.732 -0.500 -0.197
S -1.080 3.342 2.667 0.192 0.191 -0.012
N 0.454 2.567 4.760 -0.310 0.514 -1.408
C 1.296 1.374 4.581 0.720 -0.294 0.388
C 2.529 1.469 5.546 -0.858 -0.542 -0.045
O 2.448 2.681 6.254 0.784 -0.066 -0.306
C 2.549 3.704 5.286 -0.859 0.791 -0.146
C 1.273 3.727 4.369 1.207 -0.407 0.497
N 0.355 -0.857 0.966 -0.034 -0.809 -1.264
F 0.501 -0.344 2.226 -0.064 -0.043 0.081
C 1.133 -0.026 -0.059 0.890 1.953 -0.263
N 1.096 1.331 0.438 0.114 -0.591 0.798
C 2.590 -0.582 0.035 -0.148 -0.126 0.367
C 3.736 0.349 -0.316 0.295 -0.437 -0.938
C 3.975 1.550 0.328 -1.397 -0.023 1.362
C 5.022 2.374 0.045 0.568 0.834 0.017
C 5.906 2.025 -0.950 0.152 0.484 0.177
C 5.711 0.829 -1.585 0.997 0.186 -0.783
C 4.669 -0.017 -1.292 -0.238 -1.100 -0.221
C 4.657 -1.318 -2.067 -0.284 0.098 -0.296
H -1.546 5.019 -3.002 0.231 0.123 -0.181
H -0.499 5.710 -1.772 0.142 0.099 -0.294
H 0.218 4.843 -3.178 0.015 0.099 0.142
H -1.793 3.292 -1.606 0.073 0.123 0.191
H -0.385 3.663 -0.614 0.009 0.099 -0.115
H 1.064 2.533 -2.138 0.020 -0.269 -0.338
H -0.193 2.455 -3.400 0.271 -0.164 0.007
H -1.183 1.308 -0.897 0.137 -0.263 0.050
H -1.249 0.644 -2.507 0.058 -0.069 0.121
H 2.170 0.746 -2.596 0.031 -0.092 0.017
H 2.028 -1.052 -2.472 0.433 0.315 0.010
H 0.135 0.501 -4.247 -0.354 -0.369 0.099
H 0.427 -1.298 -4.094 -0.276 0.197 0.003
H 2.867 -0.718 -4.782 -0.045 0.046 -0.081
H 1.640 -0.457 -6.050 0.084 -0.016 0.083
H -2.222 -0.967 -1.207 0.347 0.522 0.186
H -2.631 -3.126 -0.278 -0.063 -0.283 -0.305
H -1.998 -3.196 -1.970 -0.215 -0.005 0.152
H 0.364 -3.595 -0.811 -0.208 0.046 -0.305
H -0.622 -4.043 0.575 -0.003 -0.393 -0.155
H -1.281 -2.083 1.232 0.320 0.096 0.103
H -1.835 0.895 1.050 0.206 -0.144 0.081
H -3.007 -0.346 0.677 0.167 0.162 -0.174
H -3.289 -1.115 2.715 0.220 -0.077 0.027
H -1.658 -0.891 3.282 0.053 0.355 0.077
H -3.967 0.703 3.826 0.163 0.062 0.163
H -3.130 1.690 2.654 0.209 0.092 0.209
H 1.687 1.370 3.550 -0.346 -0.039 0.008
H 0.713 0.471 4.763 0.032 0.119 0.005
H 2.518 0.620 6.231 -0.052 0.342 0.249
H 3.457 1.385 4.962 -0.043 0.235 0.078
H 2.604 4.678 5.773 0.208 -0.273 0.296
H 3.445 3.572 4.667 -0.006 -0.042 0.144
H 1.628 3.620 3.335 -0.409 0.053 -0.037
H 0.717 4.657 4.460 -0.083 -0.156 0.072
H 0.839 -1.761 1.008 0.100 0.120 0.058
H 1.557 1.986 -0.175 -0.101 -0.028 -0.040
H 0.184 1.644 0.743 0.025 0.256 -0.239
H 2.647 -1.495 -0.561 -0.035 0.119 -0.031
H 2.761 -0.915 1.072 -0.198 0.238 -0.028
H 3.281 1.833 1.115 0.228 0.033 0.005
H 5.175 3.300 0.588 -0.168 -0.091 0.051
H 6.734 2.680 -1.194 0.008 -0.134 -0.079
H 6.427 0.552 -2.354 -0.127 -0.156 0.048
H 4.234 -2.168 -1.529 0.152 0.052 0.017
H 4.073 -1.194 -2.985 0.011 -0.070 0.078
H 5.661 -1.579 -2.404 -0.034 -0.016 0.233
C -7.068 -3.748 -1.372 0.001 0.040 0.013
C -7.788 -4.904 -1.107 -0.004 -0.010 -0.005
C -7.141 -6.132 -1.058 0.007 0.017 0.008
C -5.771 -6.203 -1.265 -0.009 -0.018 0.016
C -5.049 -5.047 -1.527 0.068 0.051 0.004
C -5.698 -3.820 -1.584 0.021 -0.026 0.053
H -7.574 -2.792 -1.414 -0.005 -0.014 -0.009
H -8.856 -4.849 -0.939 0.008 -0.001 -0.014
H -7.705 -7.033 -0.857 0.004 0.009 0.004
H -5.265 -7.159 -1.222 -0.003 0.009 -0.012
H -3.979 -5.103 -1.688 -0.012 -0.038 -0.022
H -5.135 -2.918 -1.795 -0.018 0.000 -0.028
```
Forces are in eV/Å.

Calculated values
E, hartree: -2973.61596
Gap between HOMO and LUMO, eV: 8.42
Net charge: +1
LUMO energy, eV: -2.70

Atom charges from the Mulliken analysis, given in e for atoms 1 to 8: atom 1 (C): -1.32, atom 2 (C): -0.49, atom 3 (C): -0.99, atom 4 (C): -2.18, atom 5 (C): 2.29, atom 6 (C): -0.89, atom 7 (C): -0.68, atom 8 (C): -1.38

=====

no.,maximum force (Eh/bohr)
1,0.1013
2,0.0421